Entry 1:
DFT (ωB97M-V/def2-TZVPD) results for a cluster of 15 separate species, H30O15 in total.

Geometry as ORCA input:
```
! RIJCOSX wB97M-V def2-TZVPD def2/J DEFGRID3
* xyz 0 1
H 0.08304 -0.25815 -1.24035
H 0.58623 -0.01949 0.17382
H 2.71759 -2.11547 -0.93670
H 3.45385 -1.55402 -2.14199
H 1.45418 -2.68372 3.55533
H 0.67536 -3.60227 4.48255
H 0.67871 3.56839 -3.10442
H -0.69288 3.59169 -2.45001
H -4.95702 1.48249 0.76461
H -3.62139 1.46447 1.48974
H -2.11811 -1.14584 -2.11922
H -2.91091 -0.49132 -0.99980
H -1.42930 1.35855 5.28912
H -0.65038 0.58618 4.23708
H 2.16070 5.08613 -0.72776
H 1.92625 3.58511 -0.77288
H 2.54094 2.14434 4.69653
H 2.75549 2.30170 3.20012
H -2.94865 -2.35184 1.64001
H -3.31937 -2.02137 3.07647
H 3.31222 -0.69783 1.59525
H 2.18139 -1.43166 0.89329
H 1.02679 -1.79763 -3.29737
H 2.52501 -1.66006 -3.51287
H -1.22943 1.98196 0.93848
H -0.24187 2.98232 1.51646
H 1.60923 -1.04307 -5.26347
H 1.93361 0.37023 -4.80807
H -2.18764 -3.36244 -2.48658
H -3.46520 -2.61744 -2.83708
O -0.19789 -0.28682 -0.31881
O 3.31511 -2.37037 -1.64872
O 0.93260 -3.49422 3.55998
O -0.26211 3.59447 -3.31223
O -4.04557 1.18329 0.67120
O -3.01685 -1.03350 -1.78961
O -1.13882 0.46863 5.05964
O 1.61031 4.41521 -1.14720
O 2.13464 1.94527 3.84548
O -3.68073 -2.39626 2.26538
O 3.04829 -1.04154 0.73433
O 1.81183 -1.37597 -2.93008
O -0.55178 2.07527 1.61750
O 1.27345 -0.14002 -5.29060
O -3.08093 -3.19337 -2.16653
*
```

Summary:
LUMO	-0.611	eV
energy above the lowest of the compared OMol25 structures with the same formula, charge and spin	4.991	eV
frontier orbital gap	8.83	eV

Now the natural (NBO) charges, all in e: number 1, H, carries 0.476; number 2, H, carries 0.475; number 3, H, carries 0.473; number 4, H, carries 0.450; number 5, H, carries 0.461; number 6, H, carries 0.473; number 7, H, carries 0.472; number 8, H, carries 0.466; number 9, H, carries 0.477; number 10, H, carries 0.468; number 11, H, carries 0.451; number 12, H, carries 0.487; number 13, H, carries 0.468; number 14, H, carries 0.480; number 15, H, carries 0.478; number 16, H, carries 0.470; number 17, H, carries 0.474; number 18, H, carries 0.466; number 19, H, carries 0.474; number 20, H, carries 0.465; number 21, H, carries 0.480; number 22, H, carries 0.469; number 23, H, carries 0.479; number 24, H, carries 0.464; number 25, H, carries 0.482; number 26, H, carries 0.470; number 27, H, carries 0.450; number 28, H, carries 0.470; number 29, H, carries 0.444; number 30, H, carries 0.475; number 31, O, carries -0.952; number 32, O, carries -0.925; number 33, O, carries -0.934; number 34, O, carries -0.939; number 35, O, carries -0.944; number 36, O, carries -0.940; number 37, O, carries -0.948; number 38, O, carries -0.947; number 39, O, carries -0.939; number 40, O, carries -0.938; number 41, O, carries -0.947; number 42, O, carries -0.943; number 43, O, carries -0.952; number 44, O, carries -0.921; number 45, O, carries -0.917



Entry 2:
DFT (ωB97M-V/def2-TZVPD) results for a structure of composition C5H11N3O3.

Geometry as ORCA input:
```
! RIJCOSX wB97M-V def2-TZVPD def2/J DEFGRID3
* xyz 0 1
C -0.47885 1.99394 -0.19110
C -0.47219 0.54653 -0.79628
C -1.73119 -0.19113 -0.74301
C -1.53137 -1.52611 0.12725
C -0.09214 -1.74881 0.21820
H -0.24794 1.63129 1.78209
H -1.10425 2.47981 -0.81256
H 0.30311 2.39922 -0.53580
H -0.04317 0.40808 -1.72254
H -2.46464 0.47716 -0.19700
H -2.25650 -0.46641 -1.56603
H -1.96121 -2.37992 -0.28075
H -1.87988 -1.28422 1.55075
H 0.59920 -2.23370 -0.42915
H 0.09815 -1.92491 1.41550
H 3.50362 -0.08430 0.94327
N 0.46547 -0.24921 0.19311
N 1.76330 -0.12427 0.19977
N 2.35674 0.22451 -0.88073
O -0.71810 2.08052 1.12731
O 2.35465 -0.35191 1.30582
O 3.53720 0.32385 -0.70812
*
```

Summary:
LUMO	0.620	eV
energy above the lowest of the compared OMol25 structures with the same formula, charge and spin	9.610	eV
frontier orbital gap	9.03	eV

Now the natural (NBO) charges, all in e: number 1, C, carries -0.040; number 2, C, carries -0.063; number 3, C, carries -0.447; number 4, C, carries -0.335; number 5, C, carries -0.272; number 6, H, carries 0.500; number 7, H, carries 0.174; number 8, H, carries 0.156; number 9, H, carries 0.206; number 10, H, carries 0.226; number 11, H, carries 0.222; number 12, H, carries 0.214; number 13, H, carries 0.176; number 14, H, carries 0.209; number 15, H, carries 0.229; number 16, H, carries 0.489; number 17, N, carries -0.293; number 18, N, carries 0.230; number 19, N, carries 0.148; number 20, O, carries -0.715; number 21, O, carries -0.524; number 22, O, carries -0.490



Entry 3:
DFT (ωB97M-V/def2-TZVPD) results for a structure of composition C4H5N3O2S.

Geometry as ORCA input:
```
! RIJCOSX wB97M-V def2-TZVPD def2/J DEFGRID3
* xyz 0 1
C -0.01885 -1.25986 -1.78676
C 0.00397 -0.35896 0.07134
C 0.04260 0.57730 -0.91430
C -0.19685 0.20166 1.39983
N 0.00028 -1.59095 -0.55919
N 0.06432 0.05274 -2.11462
N -0.44718 1.58715 1.32676
O -0.70780 3.27067 -0.55393
O 1.57592 2.59408 0.00828
S 0.18277 2.25963 -0.09370
H -0.00900 -1.92309 -2.75981
H -1.03126 -0.40945 1.82928
H 0.56940 -0.22152 2.22150
H 0.24646 0.52629 -3.01886
H -0.15778 2.14213 2.10559
*
```

Summary:
LUMO	0.510	eV
energy above the lowest of the compared OMol25 structures with the same formula, charge and spin	1.950	eV
frontier orbital gap	9.77	eV

Now the natural (NBO) charges, all in e: number 1, C, carries 0.212; number 2, C, carries 0.073; number 3, C, carries -0.167; number 4, C, carries -0.255; number 5, N, carries -0.427; number 6, N, carries -0.534; number 7, N, carries -0.817; number 8, O, carries -0.905; number 9, O, carries -0.921; number 10, S, carries 2.262; number 11, H, carries 0.192; number 12, H, carries 0.220; number 13, H, carries 0.207; number 14, H, carries 0.450; number 15, H, carries 0.409